# C16H16F3N3O2STa

A structure of composition C16H16F3N3O2STa (wB97M-V/def2-TZVPD, the OMol25 dataset).

```
42
Properties=species:S:1:pos:R:3
Ta 0.1557 -0.2061 0.5538
C -2.5869 0.3728 3.0368
C -1.0996 0.5038 2.8364
C -0.2235 -0.5128 3.2319
C 1.2131 -0.3961 3.0967
C 1.7069 0.7292 2.4456
C 0.8121 1.7977 2.0391
C -0.5516 1.6463 2.1990
H -2.8604 -0.2101 3.9086
H -3.0746 -0.0700 2.1671
H -2.9527 1.4104 2.9822
H -0.6220 -1.4016 3.7155
H 1.8673 -1.1714 3.3983
H 2.7493 0.7800 2.2541
H 1.3197 2.6256 1.6041
H -1.2341 2.4177 1.9252
F 1.0056 3.0464 -4.7693
C 0.4642 2.2316 -3.8734
F -0.0247 1.1849 -4.5290
F -0.5571 2.9158 -3.2952
C 1.4141 1.7371 -2.7856
C 2.7716 1.4687 -3.1192
C 3.5956 0.7672 -2.2256
C 3.0617 0.4546 -0.9667
N 1.8001 0.6956 -0.6861
C 0.9583 1.2540 -1.6208
S -0.7695 0.9455 -1.3221
H 3.1147 1.6387 -4.1168
H 4.6339 0.4703 -2.3156
H 3.6013 -0.2505 -0.2430
C -2.2638 -2.2386 -1.4454
C -2.4578 -1.8013 -0.0414
N -3.5296 -2.1144 0.6009
O -1.5958 -1.1993 0.6992
H -1.2136 -2.1200 -1.6736
H -2.7681 -1.6943 -2.2437
H -2.5449 -3.3592 -1.4495
H -4.3086 -2.5747 0.2319
H -3.5725 -1.9330 1.5988
O 1.9262 -3.4561 -1.3085
C 1.5391 -2.6287 -0.6245
N 1.1007 -1.7554 0.1299
```

HOMO: -19.23 eV
net charge: +3
M: 552.33 g/mol
maximum force: 3.038 eV/Å
Kohn-Sham gap: 6.9602 eV
energy relative to the best compared isomer or geometry (same formula, charge and spin): 0.00 kcal per mole